Molecular formula: C7H5FO
Method: DFT, the ωB97M-V functional and the def2-TZVPD basis

Geometry as XYZ:
```
14
C7H5FO | OMol25 | the ωB97M-V functional and the def2-TZVPD basis
C -1.032 -0.686 0.934
C -0.771 -1.104 -0.434
C -1.050 0.653 1.069
C -0.494 0.203 -1.211
C 0.656 -0.606 -0.632
C -0.448 1.263 -0.134
C 1.776 -0.105 -0.166
O 0.499 2.015 -0.071
F 2.575 -0.852 0.632
H -1.104 -1.329 1.742
H -1.009 -2.036 -1.028
H -1.142 1.304 1.902
H -0.679 0.414 -2.311
H 2.222 0.865 -0.291
```

As for the LUMO energy: 0.445 eV. Its highest occupied orbital energy is -9.1 eV. The value obtained for the calculated total energy is -12100.3508 eV. The calculation puts the largest force on an atom at 3.3 eV/A. The value obtained for the relative energy (zero: lowest compared OMol25 entry of this formula, charge and spin) is 323.8 kJ/mol.

Mulliken population analysis, charges in e, atoms 1 to 8: atom 1 (C): -0.50, atom 2 (C): -0.24, atom 3 (C): -0.46, atom 4 (C): -0.31, atom 5 (C): -0.18, atom 6 (C): 0.51, atom 7 (C): -0.07, atom 8 (O): -0.57

***

Molecular formula: C32H55IO14
Method: DFT, the ωB97M-V functional and the def2-TZVPD basis

Geometry as XYZ:
```
102
C32H55IO14 | OMol25 | the ωB97M-V functional and the def2-TZVPD basis
C 0.579 -0.823 0.203
C 0.373 0.526 -0.477
O -0.725 0.503 -1.386
C -0.361 0.008 -2.652
C -1.589 -0.215 -3.548
O -2.765 0.266 -2.922
C -3.896 0.238 -3.762
C -5.044 -0.403 -3.034
C -6.320 -0.023 -3.108
C -6.824 1.194 -3.841
C -6.406 2.468 -3.082
C -7.491 2.869 -2.095
O -7.046 3.953 -1.266
C -6.278 3.575 -0.205
C -5.106 4.486 0.027
O -6.542 2.622 0.472
C -7.325 -0.853 -2.374
O -8.451 -0.973 -2.776
C -6.878 -1.495 -1.085
C -7.952 -1.677 -0.041
C -8.010 -3.077 0.546
O -8.524 -3.995 -0.028
C -5.587 -1.837 -1.001
C -4.891 -2.459 0.187
C -4.895 -1.437 1.306
O -5.704 -1.335 2.151
I -3.281 -0.013 1.143
C -4.723 -1.602 -2.205
O -3.841 -2.371 -2.491
H 0.451 -1.646 -0.507
H 1.580 -0.898 0.636
H -0.162 -0.954 0.997
H 1.270 0.863 -1.016
H 0.106 1.279 0.269
H 0.331 0.711 -3.141
H 0.167 -0.951 -2.548
H -1.441 0.321 -4.496
H -1.712 -1.286 -3.753
H -4.148 1.265 -4.054
H -3.703 -0.326 -4.687
H -6.468 1.206 -4.875
H -7.917 1.133 -3.880
H -5.476 2.291 -2.526
H -6.209 3.302 -3.763
H -7.775 2.030 -1.451
H -8.378 3.229 -2.619
H -4.358 3.937 0.601
H -5.427 5.352 0.614
H -4.684 4.841 -0.913
H -7.844 -0.932 0.754
H -8.914 -1.514 -0.538
H -7.560 -3.223 1.546
H -5.352 -3.384 0.546
H -3.861 -2.673 -0.103
C 4.597 3.256 -0.574
O 3.273 3.230 -1.073
C 2.580 4.456 -0.915
C 2.533 5.249 -2.202
O 3.820 5.682 -2.607
C 4.390 4.893 -3.634
H 5.096 2.351 -0.918
H 5.147 4.128 -0.936
H 4.594 3.261 0.522
H 3.040 5.057 -0.124
H 1.556 4.220 -0.609
H 1.918 6.141 -2.046
H 2.066 4.649 -2.990
H 3.882 5.065 -4.589
H 4.348 3.827 -3.395
H 5.431 5.195 -3.732
C 4.843 0.046 2.521
O 3.521 -0.063 3.020
C 3.230 -1.351 3.534
C 3.283 -1.389 5.045
O 4.590 -1.142 5.537
C 4.777 0.178 6.012
H 5.037 1.101 2.329
H 5.578 -0.327 3.239
H 4.949 -0.508 1.583
H 3.925 -2.087 3.116
H 2.220 -1.621 3.209
H 2.982 -2.386 5.383
H 2.576 -0.663 5.461
H 4.253 0.329 6.963
H 4.427 0.919 5.289
H 5.844 0.314 6.176
C 6.887 -3.414 3.819
O 7.349 -3.168 2.502
C 8.573 -3.810 2.196
C 8.366 -5.064 1.375
O 7.674 -6.065 2.100
C 6.299 -6.156 1.778
H 5.867 -3.040 3.881
H 6.896 -4.480 4.057
H 7.494 -2.875 4.554
H 9.117 -4.055 3.114
H 9.182 -3.107 1.618
H 9.343 -5.472 1.098
H 7.827 -4.817 0.453
H 6.157 -6.587 0.781
H 5.811 -5.178 1.816
H 5.839 -6.814 2.512
```

As for the LUMO energy: -1.046 eV. Its highest occupied orbital energy is -9.3 eV. The value obtained for the calculated total energy is -70835.6196 eV. The calculation puts the largest force on an atom at 0.7 eV/A.

Mulliken population analysis, charges in e, atoms 1 to 8: atom 1 (C): -0.64, atom 2 (C): -0.34, atom 3 (O): -0.24, atom 4 (C): -0.51, atom 5 (C): -0.50, atom 6 (O): -0.14, atom 7 (C): -1.38, atom 8 (C): 1.72

***

Molecular formula: C10H17NO3
Method: DFT, the ωB97M-V functional and the def2-TZVPD basis

Geometry as XYZ:
```
31
C10H17NO3 | OMol25 | the ωB97M-V functional and the def2-TZVPD basis
C 2.538 -0.483 0.967
C 1.628 0.563 1.565
C 0.120 0.442 1.140
C -0.204 0.168 -0.306
C 0.514 -0.730 -1.236
C -0.213 -0.415 -2.508
C -0.719 1.111 -2.301
C -0.190 1.579 -0.959
C -0.921 2.482 0.083
C -0.436 1.826 1.459
H 2.113 -1.585 1.110
H 1.915 1.605 1.393
H 1.761 0.458 2.642
H -0.344 -0.290 1.870
H -1.281 0.046 -0.315
H 1.606 -0.652 -1.467
H 0.356 -1.805 -1.049
H -1.018 -1.217 -2.689
H 0.409 -0.500 -3.476
H -0.422 1.745 -3.139
H -1.837 1.097 -2.218
H 0.840 1.883 -1.126
H -1.993 2.403 -0.097
H -0.682 3.538 0.219
H -0.123 -3.285 2.300
H -1.867 -3.819 0.827
H -2.254 -2.336 0.975
N -1.419 -2.928 0.947
O 3.626 -0.248 0.481
O -0.470 2.329 2.593
O -1.033 -2.980 2.316
```

As for the LUMO energy: 0.598 eV. Its highest occupied orbital energy is -9.6 eV. The value obtained for the calculated total energy is -18274.9231 eV. The calculation puts the largest force on an atom at 3.3 eV/A. The value obtained for the relative energy (zero: lowest compared OMol25 entry of this formula, charge and spin) is 492.0 kJ/mol.

Mulliken population analysis, charges in e, atoms 1 to 8: atom 1 (C): 0.07, atom 2 (C): -0.94, atom 3 (C): 0.55, atom 4 (C): 0.09, atom 5 (C): -0.84, atom 6 (C): -0.57, atom 7 (C): -0.81, atom 8 (C): -0.16

***

Molecular formula: C2H6OS
Method: DFT, the ωB97M-V functional and the def2-TZVPD basis

Geometry as XYZ:
```
10
C2H6OS | OMol25 | the ωB97M-V functional and the def2-TZVPD basis
C 1.645 -3.107 -0.619
S 2.215 -4.305 0.689
H 1.057 -2.347 -0.110
H 1.061 -3.648 -1.359
H 2.501 -2.696 -1.166
H 1.042 -4.934 0.488
O -3.113 4.724 1.276
C -2.368 5.320 0.539
H -2.580 5.081 -0.517
H -1.459 5.912 0.780
```

As for the LUMO energy: 0.825 eV. Its highest occupied orbital energy is -9.1 eV. The value obtained for the calculated total energy is -15052.5178 eV. The calculation puts the largest force on an atom at 2.1 eV/A. The value obtained for the relative energy (zero: lowest compared OMol25 entry of this formula, charge and spin) is 88.2 kJ/mol.

Mulliken population analysis, charges in e, atoms 1 to 8: atom 1 (C): -0.73, atom 2 (S): -0.18, atom 3 (H): 0.27, atom 4 (H): 0.27, atom 5 (H): 0.25, atom 6 (H): 0.12, atom 7 (O): -0.38, atom 8 (C): -0.05

***

Molecular formula: N6O22SSr
Method: DFT, the ωB97M-V functional and the def2-TZVPD basis

Geometry as XYZ:
```
30
N6O22SSr | OMol25 | the ωB97M-V functional and the def2-TZVPD basis
Sr 1.650 16.162 19.580
N 1.452 14.483 24.369
O 2.069 13.652 23.746
O 1.700 14.679 25.511
O 0.678 15.218 23.753
N -4.089 16.433 19.606
O -4.501 17.528 19.823
O -3.178 16.250 18.860
O -4.510 15.443 20.213
N 2.919 15.434 14.060
O 3.011 15.884 12.934
O 3.540 14.442 14.461
O 2.319 16.044 14.910
N 4.351 18.360 23.786
O 5.303 17.683 24.029
O 4.073 18.652 22.689
O 3.615 18.857 24.594
N -0.697 21.135 18.069
O -0.076 20.469 18.896
O -1.645 21.846 18.326
O -0.348 20.979 16.919
N 0.477 11.012 18.621
O -0.097 11.871 19.292
O -0.186 10.143 18.091
O 1.655 11.087 18.304
S 6.963 13.484 19.977
O 8.027 14.218 20.739
O 6.595 12.215 20.540
O 5.830 14.300 19.817
O 7.568 13.295 18.665
```

As for the LUMO energy: 9.240 eV. Its highest occupied orbital energy is 6.9 eV. The value obtained for the calculated total energy is -65615.6301 eV. The calculation puts the largest force on an atom at 8.6 eV/A. The value obtained for the relative energy (zero: lowest compared OMol25 entry of this formula, charge and spin) is 0.0 kJ/mol. The charge is -6.

Mulliken population analysis, charges in e, atoms 1 to 8: atom 1 (Sr): 1.88, atom 2 (N): 1.08, atom 3 (O): -0.66, atom 4 (O): -0.69, atom 5 (O): -0.71, atom 6 (N): 1.05, atom 7 (O): -0.69, atom 8 (O): -0.66

***

Molecular formula: C39H36ClHgN5O5S2
Method: DFT, the ωB97M-V functional and the def2-TZVPD basis

Geometry as XYZ:
```
89
C39H36ClHgN5O5S2 | OMol25 | the ωB97M-V functional and the def2-TZVPD basis
Hg -0.652 -2.585 -0.929
O -4.940 -3.632 3.497
C -5.565 -2.993 2.545
O -6.756 -2.765 2.587
C -4.763 -2.554 1.362
C -5.294 -1.826 0.304
Cl -6.821 -1.099 0.200
N -4.330 -1.679 -0.643
N -3.197 -2.264 -0.221
C -3.417 -2.790 0.970
C -2.280 -3.493 1.709
O -2.560 -4.049 2.785
O -1.155 -3.469 1.185
C -4.390 -1.112 -1.926
C -3.232 -0.560 -2.471
C -3.241 -0.062 -3.758
C -4.408 -0.079 -4.506
C -5.563 -0.612 -3.958
C -5.561 -1.141 -2.681
H -3.941 -3.820 3.275
H -2.327 -0.524 -1.874
H -2.329 0.342 -4.175
H -4.414 0.321 -5.509
H -6.476 -0.628 -4.537
H -6.458 -1.581 -2.281
C 5.819 0.713 1.570
C 4.718 0.896 0.515
C 5.149 1.971 -0.491
C 3.447 1.356 1.228
C 4.501 -0.413 -0.234
C 5.605 -1.068 -0.796
C 5.478 -2.263 -1.484
C 4.217 -2.803 -1.639
S 3.725 -4.263 -2.461
C 2.043 -3.898 -2.029
N 1.910 -2.788 -1.341
C 3.082 -2.159 -1.101
C 3.244 -0.969 -0.388
C 0.953 -4.748 -2.404
C 1.172 -5.994 -3.020
C 0.118 -6.831 -3.315
C -1.183 -6.443 -3.029
C -1.422 -5.200 -2.449
C -0.378 -4.353 -2.132
H 5.864 1.577 2.230
H 6.799 0.598 1.113
H 5.620 -0.169 2.176
H 5.316 2.922 0.010
H 4.381 2.111 -1.249
H 6.069 1.684 -0.995
H 3.645 2.268 1.785
H 3.101 0.592 1.920
H 2.658 1.569 0.511
H 6.595 -0.653 -0.676
H 6.347 -2.758 -1.892
H 2.355 -0.537 0.038
H 2.186 -6.307 -3.234
H 0.304 -7.797 -3.766
H -2.010 -7.105 -3.242
H -2.444 -4.906 -2.241
C 1.584 5.039 0.711
C 0.832 4.701 -0.571
C -0.414 3.860 -0.298
N -0.040 2.566 0.237
C -0.917 1.644 0.718
S -0.540 0.010 0.623
N -2.057 2.059 1.334
C -2.305 3.183 2.140
O -3.449 3.621 2.191
C -1.203 3.710 2.943
C -0.061 2.963 3.255
C 0.901 3.480 4.097
C 0.752 4.744 4.651
C -0.389 5.485 4.368
C -1.358 4.975 3.532
H 2.547 5.484 0.473
H 1.748 4.139 1.299
H 1.015 5.737 1.320
H 1.499 4.158 -1.248
H 0.524 5.617 -1.084
H -0.983 3.727 -1.233
H -1.056 4.374 0.423
H 0.740 2.131 -0.239
H -2.846 1.428 1.276
H 0.053 1.959 2.872
H 1.774 2.891 4.335
H 1.512 5.144 5.307
H -0.517 6.462 4.812
H -2.259 5.531 3.319
```

The multiplicity is 2. As for the LUMO energy (alpha / beta): 1.806 / 1.843 eV. Its highest occupied orbital energy (alpha / beta) is -2.1 / -5.8 eV. The value obtained for the calculated total energy is -97086.1233 eV. The calculation puts the largest force on an atom at 2.2 eV/A. The value obtained for the relative energy (zero: lowest compared OMol25 entry of this formula, charge and spin) is 64.6 kJ/mol. The charge is -1.

Mulliken population analysis, charges in e, atoms 1 to 8: atom 1 (Hg): 0.88, atom 2 (O): -0.59, atom 3 (C): 0.49, atom 4 (O): -0.64, atom 5 (C): -0.08, atom 6 (C): 0.06, atom 7 (Cl): -0.16, atom 8 (N): 0.10

***

- What is the formula in the second record?
  C32H55IO14